Entry 1:
Below is one molecule with the formula C6H10O at a distorted geometry, with properties calculated with ωB97M-V/def2-TZVPD.

Geometry as XYZ:
```
17
Properties=species:S:1:pos:R:3:mulliken_charge:R:1
O 2.05 0.50 1.47 -0.52
C 1.90 0.09 0.21 -0.18
C -0.57 -1.89 -0.37 -0.85
C -1.40 -0.85 -0.34 -0.17
C -1.24 0.29 0.56 -0.34
C -0.31 1.17 -0.22 -0.73
C 1.02 0.78 -0.50 -0.34
H 1.68 1.37 1.66 0.36
H 2.80 -0.32 -0.24 0.33
H -0.24 -2.40 0.53 0.29
H -0.67 -2.54 -1.23 0.25
H -2.18 -0.86 -1.10 0.35
H -0.77 1.11 -1.25 0.30
H -2.20 0.78 0.75 0.31
H -0.79 0.01 1.51 0.30
H -0.42 2.22 0.05 0.39
H 1.34 0.52 -1.50 0.23
```

As for the total charge: 0. As for the SMILES: C=CCC/C=C\O. For the orbital gap, the calculation gives 0.3429 Ha. The value obtained for the energy relative to the best compared isomer or geometry (same formula, charge and spin) is 3.169 eV. The total energy comes out at -8428.072 eV.

***

Entry 2:
Below is a 2-piece molecular cluster, C6H10O overall at a distorted geometry, with properties calculated with ωB97M-V/def2-TZVPD.

Geometry as XYZ:
```
17
Properties=species:S:1:pos:R:3:mulliken_charge:R:1
C 0.44 2.57 -0.26 -0.33
C 0.42 3.00 -1.51 -0.59
C 0.73 0.16 0.01 -0.25
C 0.03 1.26 0.28 -0.30
C 1.27 -2.14 0.48 -0.80
C 0.38 -1.16 0.53 -0.11
H 0.77 3.26 0.48 0.31
H 0.89 3.92 -1.82 0.25
H -0.13 2.45 -2.28 0.27
H 1.56 0.31 -0.68 0.33
H -0.89 1.19 0.85 0.34
H 2.20 -1.94 -0.05 0.22
H 1.33 -3.08 1.01 0.31
H -0.62 -1.20 0.94 0.37
H -1.70 -3.13 0.22 0.34
H -3.02 -2.48 -0.16 0.31
O -2.41 -2.59 0.57 -0.66
```

As for the total charge: 0. As for the SMILES: C=C/C=C/C=C.O. For the orbital gap, the calculation gives 0.3516 Ha. The value obtained for the energy relative to the best compared isomer or geometry (same formula, charge and spin) is 1.854 eV. The total energy comes out at -8429.386 eV.

***

Entry 3:
Below is one molecule with the formula C6H10O at a distorted geometry, with properties calculated with ωB97M-V/def2-TZVPD.

Geometry as XYZ:
```
17
Properties=species:S:1:pos:R:3:mulliken_charge:R:1
C 2.02 -0.31 -0.38 -1.38
C 0.92 -1.06 0.34 0.25
C 0.30 -0.45 1.55 -0.75
C -0.54 -0.58 0.25 -0.23
C -0.98 0.66 -0.74 -0.30
C -2.39 1.26 -0.79 -0.06
O -3.27 1.06 0.01 -0.47
H 3.01 -0.49 0.08 0.38
H 1.85 0.77 -0.35 0.29
H 2.09 -0.62 -1.43 0.31
H 1.08 -2.14 0.37 0.35
H 0.09 -1.11 2.40 0.25
H 0.71 0.51 1.89 0.25
H -1.30 -1.35 0.34 0.38
H -0.63 0.65 -1.80 0.30
H -0.36 1.24 -0.10 0.13
H -2.60 1.97 -1.65 0.31
```

As for the total charge: 0. As for the SMILES: C[C@H]1C[C@H]1CC=O. For the orbital gap, the calculation gives 0.3966 Ha. The value obtained for the energy relative to the best compared isomer or geometry (same formula, charge and spin) is 1.740 eV. The total energy comes out at -8429.500 eV.

***

Entry 4:
Below is one molecule with the formula C6H10O at a distorted geometry, with properties calculated with ωB97M-V/def2-TZVPD.

Geometry as XYZ:
```
17
Properties=species:S:1:pos:R:3:mulliken_charge:R:1
C 2.21 -0.90 -1.16 -1.13
C 1.52 -0.13 0.02 0.68
C 0.43 0.68 -0.17 -0.75
C -0.91 0.47 0.42 -0.07
C -1.91 0.50 -0.50 -0.17
O -3.25 0.06 -0.16 -0.47
C 1.80 -0.42 1.45 -1.02
H 2.38 -1.98 -0.90 0.30
H 3.20 -0.48 -1.39 0.28
H 1.64 -0.87 -2.09 0.33
H 0.48 1.27 -1.11 0.32
H -1.12 0.42 1.45 0.28
H -1.91 1.20 -1.34 0.27
H -3.17 0.08 0.86 0.31
H 2.00 -1.51 1.57 0.28
H 2.66 0.21 1.87 0.24
H 0.98 -0.07 1.99 0.32
```

As for the total charge: 0. As for the SMILES: CC(C)=C/C=C/O. For the orbital gap, the calculation gives 0.3121 Ha. The value obtained for the energy relative to the best compared isomer or geometry (same formula, charge and spin) is 3.016 eV. The total energy comes out at -8428.225 eV.